DFT (ωB97M-V/def2-TZVPD) results for a 9-piece molecular cluster, C30H84N6O9 overall.

Bonds (Å) are listed after each position.
CARTESIAN COORDINATES (ANGSTROEM)
1 C 0.188 -4.888 -6.336  O2 1.441, H7 1.090, H8 1.090, H9 1.090
2 O 0.250 -3.511 -6.755  C1 1.441, C3 1.427
3 C 0.471 -2.581 -5.695  O2 1.427, C4 1.513, H10 1.090, H11 1.090
4 C 0.634 -1.208 -6.309  C3 1.513, C5 1.530, N6 1.443, H12 1.090
5 C -0.657 -0.645 -6.905  C4 1.530, H13 1.090, H14 1.090, H15 1.090
6 N 1.606 -1.233 -7.376  C4 1.443, H16 1.010, H17 1.010
7 H 0.005 -5.423 -7.268  C1 1.090
8 H -0.600 -5.059 -5.602  C1 1.090
9 H 1.121 -5.246 -5.900  C1 1.090
10 H -0.305 -2.613 -4.930  C3 1.090
11 H 1.376 -2.865 -5.156  C3 1.090
12 H 1.106 -0.586 -5.549  C4 1.090
13 H -1.146 -1.380 -7.543  C5 1.090
14 H -0.484 0.295 -7.429  C5 1.090
15 H -1.319 -0.427 -6.066  C5 1.090
16 H 2.502 -1.482 -6.982  N6 1.010
17 H 1.271 -2.023 -7.908  N6 1.010
18 C 7.620 -2.154 -3.924  O19 1.429, H24 1.090, H25 1.090, H26 1.090
19 O 6.714 -2.064 -2.823  C18 1.429, C20 1.411
20 C 7.348 -2.286 -1.582  O19 1.411, C21 1.551, H27 1.090, H28 1.090
21 C 6.436 -1.938 -0.375  C20 1.551, C22 1.539, N23 1.456, H29 1.090
22 C 5.129 -2.749 -0.345  C21 1.539, H30 1.090, H31 1.090, H32 1.090
23 N 5.987 -0.553 -0.388  C21 1.456, H33 1.010, H34 1.010
24 H 7.061 -1.770 -4.777  C18 1.090
25 H 7.933 -3.186 -4.078  C18 1.090
26 H 8.494 -1.526 -3.749  C18 1.090
27 H 7.668 -3.326 -1.529  C20 1.090
28 H 8.305 -1.793 -1.412  C20 1.090
29 H 7.018 -2.098 0.533  C21 1.090
30 H 4.646 -2.622 0.624  C22 1.090
31 H 5.319 -3.818 -0.438  C22 1.090
32 H 4.417 -2.414 -1.099  C22 1.090
33 H 5.460 -0.543 -1.250  N23 1.010
34 H 6.821 -0.023 -0.600  N23 1.010
35 C -5.819 4.647 -3.128  O36 1.405, H41 1.090, H42 1.090, H43 1.090
36 O -4.508 4.478 -3.605  C35 1.405, C37 1.444
37 C -3.616 5.502 -3.116  O36 1.444, C38 1.551, H44 1.090, H45 1.090
38 C -2.235 5.056 -3.666  C37 1.551, C39 1.509, N40 1.484, H46 1.090
39 C -1.202 5.965 -3.047  C38 1.509, H47 1.090, H48 1.090, H49 1.090
40 N -2.143 5.250 -5.135  C38 1.484, H50 1.010, H51 1.010
41 H -6.223 5.625 -3.388  C35 1.090
42 H -5.801 4.478 -2.051  C35 1.090
43 H -6.440 3.859 -3.555  C35 1.090
44 H -3.881 6.517 -3.414  C37 1.090
45 H -3.721 5.507 -2.031  C37 1.090
46 H -2.053 4.051 -3.286  C38 1.090
47 H -1.419 7.027 -3.161  C39 1.090
48 H -0.168 5.737 -3.308  C39 1.090
49 H -1.251 5.845 -1.965  C39 1.090
50 H -2.897 4.763 -5.597  N40 1.010
51 H -2.303 6.203 -5.429  N40 1.010
52 C 0.429 -2.241 8.771  O53 1.382, H58 1.090, H59 1.090, H60 1.090
53 O 0.232 -1.733 10.041  C52 1.382, C54 1.400
54 C 0.525 -2.691 11.019  O53 1.400, C55 1.514, H61 1.090, H62 1.090
55 C 0.355 -2.091 12.400  C54 1.514, C56 1.502, N57 1.480, H63 1.090
56 C 1.349 -1.004 12.692  C55 1.502, H64 1.090, H65 1.090, H66 1.090
57 N 0.399 -3.123 13.459  C55 1.480, H67 1.010, H68 1.010
58 H 1.495 -2.239 8.541  C52 1.090
59 H 0.014 -1.526 8.060  C52 1.090
60 H -0.085 -3.199 8.694  C52 1.090
61 H -0.165 -3.530 10.930  C54 1.090
62 H 1.510 -3.150 10.935  C54 1.090
63 H -0.607 -1.581 12.354  C55 1.090
64 H 2.379 -1.342 12.577  C56 1.090
65 H 1.298 -0.704 13.738  C56 1.090
66 H 1.261 -0.116 12.065  C56 1.090
67 H -0.395 -3.696 13.212  N57 1.010
68 H 0.023 -2.593 14.232  N57 1.010
69 C 7.910 7.032 1.330  O70 1.404, H75 1.090, H76 1.090, H77 1.090
70 O 6.554 6.670 1.302  C69 1.404, C71 1.439
71 C 6.219 5.605 2.211  O70 1.439, C72 1.561, H78 1.090, H79 1.090
72 C 4.744 5.115 2.066  C71 1.561, C73 1.508, N74 1.453, H80 1.090
73 C 3.743 6.157 2.497  C72 1.508, H81 1.090, H82 1.090, H83 1.090
74 N 4.558 3.940 2.901  C72 1.453, H84 1.010, H85 1.010
75 H 8.531 6.224 0.945  C69 1.090
76 H 8.301 7.344 2.298  C69 1.090
77 H 8.033 7.819 0.586  C69 1.090
78 H 6.946 4.801 2.327  C71 1.090
79 H 6.417 6.041 3.190  C71 1.090
80 H 4.584 4.794 1.037  C72 1.090
81 H 3.851 7.055 1.888  C73 1.090
82 H 3.861 6.463 3.536  C73 1.090
83 H 2.687 5.914 2.380  C73 1.090
84 H 3.576 3.704 2.922  N74 1.010
85 H 5.050 3.198 2.425  N74 1.010
86 C -5.451 -1.841 -3.929  O87 1.403, H92 1.090, H93 1.090, H94 1.090
87 O -5.687 -3.218 -3.793  C86 1.403, C88 1.425
88 C -5.567 -3.933 -5.020  O87 1.425, C89 1.558, H95 1.090, H96 1.090
89 C -5.815 -5.449 -4.758  C88 1.558, C90 1.535, N91 1.430, H97 1.090
90 C -5.402 -6.215 -6.023  C89 1.535, H98 1.090, H99 1.090, H100 1.090
91 N -7.187 -5.653 -4.412  C89 1.430, H101 1.010, H102 1.010
92 H -5.739 -1.244 -3.063  C86 1.090
93 H -5.923 -1.308 -4.754  C86 1.090
94 H -4.373 -1.708 -4.025  C86 1.090
95 H -6.348 -3.592 -5.699  C88 1.090
96 H -4.568 -3.766 -5.422  C88 1.090
97 H -5.209 -5.742 -3.901  C89 1.090
98 H -6.182 -6.057 -6.768  C90 1.090
99 H -5.268 -7.287 -5.878  C90 1.090
100 H -4.472 -5.786 -6.397  C90 1.090
101 H -7.353 -6.610 -4.138  N91 1.010
102 H -7.333 -5.194 -3.524  N91 1.010
103 C -0.199 0.541 -0.087  C104 1.537, H106 1.090, H107 1.090, H108 1.090
104 C -0.638 0.418 1.381  C103 1.537, O105 1.442, H109 1.090, H110 1.090
105 O -0.213 1.611 2.070  C104 1.442, H111 0.960
106 H -0.310 -0.385 -0.651  C103 1.090
107 H 0.788 0.987 -0.212  C103 1.090
108 H -0.731 1.181 -0.790  C103 1.090
109 H -0.123 -0.400 1.883  C104 1.090
110 H -1.662 0.084 1.546  C104 1.090
111 H -1.013 2.010 2.420  O105 0.960
112 C -2.263 -4.523 -0.335  C113 1.518, H115 1.090, H116 1.090, H117 1.090
113 C -3.499 -4.657 0.536  C112 1.518, O114 1.380, H118 1.090, H119 1.090
114 O -3.383 -5.709 1.422  C113 1.380, H120 0.960
115 H -2.087 -5.389 -0.973  C112 1.090
116 H -1.299 -4.355 0.145  C112 1.090
117 H -2.416 -3.817 -1.151  C112 1.090
118 H -4.427 -4.617 -0.034  C113 1.090
119 H -3.574 -3.713 1.076  C113 1.090
120 H -2.588 -5.474 1.906  O114 0.960
121 C -4.431 4.428 3.382  C122 1.499, H124 1.090, H125 1.090, H126 1.090
122 C -4.746 3.731 4.671  C121 1.499, O123 1.363, H127 1.090, H128 1.090
123 O -4.191 2.491 4.562  C122 1.363, H129 0.960
124 H -3.364 4.524 3.183  C121 1.090
125 H -4.772 5.461 3.458  C121 1.090
126 H -4.987 4.041 2.528  C121 1.090
127 H -5.826 3.638 4.781  C122 1.090
128 H -4.356 4.231 5.558  C122 1.090
129 H -4.109 2.174 5.464  O123 0.960

Values from the calculation:
lowest unoccupied orbital energy = 0.2 eV
HOMO level = -9.196 eV
total charge = 0
molar mass = 673.03 g/mol
strongest force on any atom = 2.65 eV/Å
energy relative to the best compared isomer or geometry (same formula, charge and spin) = 88.5 kcal per mole

Atomic partial charges in e from the Löwdin method, atoms 1 to 99:
1. C -0.082
2. O -0.213
3. C -0.214
4. C -0.456
5. C -0.054
6. N 0.033
7. H 0.088
8. H 0.081
9. H 0.082
10. H 0.120
11. H 0.118
12. H 0.137
13. H 0.078
14. H 0.077
15. H 0.069
16. H 0.070
17. H 0.064
18. C -0.091
19. O -0.188
20. C -0.230
21. C -0.428
22. C -0.068
23. N 0.033
24. H 0.089
25. H 0.086
26. H 0.084
27. H 0.117
28. H 0.115
29. H 0.132
30. H 0.073
31. H 0.074
32. H 0.075
33. H 0.060
34. H 0.066
35. C -0.123
36. O -0.208
37. C -0.195
38. C -0.411
39. C -0.094
40. N 0.042
41. H 0.087
42. H 0.082
43. H 0.087
44. H 0.122
45. H 0.116
46. H 0.140
47. H 0.078
48. H 0.080
49. H 0.073
50. H 0.059
51. H 0.067
52. C -0.126
53. O -0.173
54. C -0.236
55. C -0.461
56. C -0.071
57. N 0.046
58. H 0.092
59. H 0.089
60. H 0.090
61. H 0.119
62. H 0.132
63. H 0.135
64. H 0.081
65. H 0.074
66. H 0.081
67. H 0.062
68. H 0.065
69. C -0.132
70. O -0.188
71. C -0.185
72. C -0.435
73. C -0.074
74. N 0.023
75. H 0.082
76. H 0.086
77. H 0.087
78. H 0.115
79. H 0.116
80. H 0.133
81. H 0.076
82. H 0.083
83. H 0.073
84. H 0.069
85. H 0.069
86. C -0.129
87. O -0.192
88. C -0.192
89. C -0.455
90. C -0.059
91. N 0.033
92. H 0.084
93. H 0.086
94. H 0.080
95. H 0.129
96. H 0.118
97. H 0.131
98. H 0.080
99. H 0.073